Entry 1:
{"formula": "C35H56N3O24", "method": "ωB97M-V with the def2-TZVPD basis set", "spin_multiplicity": 1, "total_charge": 1, "symbols": ["C", "C", "O", "N", "C", "C", "C", "N", "C", "C", "C", "C", "N", "C", "C", "C", "C", "C", "O", "O", "H", "H", "H", "H", "H", "H", "H", "H", "H", "H", "H", "H", "H", "H", "C", "O", "C", "O", "O", "C", "H", "H", "H", "H", "H", "H", "C", "O", "C", "O", "O", "C", "H", "H", "H", "H", "H", "H", "C", "O", "C", "O", "O", "C", "H", "H", "H", "H", "H", "H", "C", "O", "C", "O", "O", "C", "H", "H", "H", "H", "H", "H", "C", "O", "C", "O", "O", "C", "H", "H", "H", "H", "H", "H", "C", "O", "C", "O", "O", "C", "H", "H", "H", "H", "H", "H", "C", "O", "C", "O", "O", "C", "H", "H", "H", "H", "H", "H"], "xyz": [[4.16465, -3.51053, 0.78094], [4.82906, -2.27691, 0.20319], [5.94475, -2.00325, 0.48518], [4.06921, -1.41732, -0.74723], [4.34991, -2.00290, -2.06969], [2.70493, -1.45129, -0.38948], [1.69786, -2.00561, -1.16121], [0.41820, -2.01117, -0.72972], [0.03484, -1.48332, 0.43978], [-1.37081, -1.55315, 0.87386], [-1.72770, -2.31472, 1.98186], [-3.05653, -2.36543, 2.35516], [-4.08225, -1.71965, 1.78245], [-3.68259, -0.97528, 0.74544], [-2.39765, -0.86516, 0.24663], [0.99434, -0.88773, 1.25146], [2.31289, -0.86696, 0.82873], [3.31234, -0.17772, 1.73158], [3.73422, 0.88688, 1.46453], [3.62389, -0.89208, 2.85571], [4.91875, -4.21863, 1.10112], [3.50782, -4.00237, 0.06505], [3.59725, -3.18699, 1.65093], [3.90654, -1.44099, -2.88814], [4.06051, -3.05891, -2.11853], [5.42262, -1.99470, -2.23642], [1.88013, -2.47669, -2.11236], [-0.31018, -2.43208, -1.29638], [-0.98515, -2.86092, 2.54733], [-3.31016, -2.99093, 3.20308], [-4.46081, -0.40199, 0.25407], [-2.20702, -0.24181, -0.61668], [0.71343, -0.45446, 2.19864], [2.94580, -0.63845, 3.50226], [1.97722, -3.43982, 3.97190], [0.91282, -3.24419, 4.89778], [0.75219, -4.26304, 5.76166], [1.41775, -5.26066, 5.78313], [-0.25957, -3.96438, 6.56368], [-0.54978, -4.96719, 7.54850], [2.00169, -2.56274, 3.33612], [2.93295, -3.53329, 4.48543], [1.79377, -4.31866, 3.35257], [0.30442, -5.11612, 8.20488], [-0.82772, -5.90378, 7.07012], [-1.38870, -4.59686, 8.12908], [10.46567, 0.79983, 3.26810], [9.57513, 1.06527, 2.18081], [8.35397, 1.44167, 2.55259], [7.96462, 1.56583, 3.68443], [7.63134, 1.65605, 1.45274], [6.28738, 2.07261, 1.71100], [11.41404, 0.50677, 2.82779], [10.61111, 1.69311, 3.87207], [10.08829, -0.01445, 3.88362], [6.27842, 3.01937, 2.25015], [5.76166, 1.31665, 2.27344], [5.80830, 2.20859, 0.74669], [5.82126, 1.30829, -2.85137], [5.36928, 1.05693, -4.18432], [5.15188, 2.16326, -4.90188], [5.29995, 3.28997, -4.50671], [4.74244, 1.80263, -6.11223], [4.47083, 2.89998, -6.99399], [5.95632, 0.34168, -2.37473], [6.77276, 1.83556, -2.85086], [5.07779, 1.87566, -2.29276], [5.36923, 3.49106, -7.15743], [3.67465, 3.52479, -6.59435], [4.14959, 2.46782, -7.93664], [-7.36971, -2.01395, 1.36994], [-7.32065, -0.64233, 0.95964], [-8.47031, -0.17261, 0.47617], [-9.49312, -0.79912, 0.36957], [-8.29236, 1.10125, 0.13620], [-9.45879, 1.73594, -0.40002], [-6.38044, -2.26454, 1.73813], [-8.09392, -2.15611, 2.17036], [-7.61078, -2.65980, 0.52666], [-10.26270, 1.74321, 0.33305], [-9.78275, 1.23669, -1.31094], [-9.17679, 2.75847, -0.63202], [-11.57256, -2.23877, 1.55104], [-11.76457, -3.07637, 2.70227], [-12.63182, -4.06921, 2.52287], [-13.23847, -4.30587, 1.51136], [-12.71378, -4.76223, 3.66113], [-13.61880, -5.86652, 3.60946], [-10.86194, -1.48378, 1.83233], [-11.17675, -2.81427, 0.71912], [-12.51075, -1.76108, 1.27068], [-13.30570, -6.58579, 2.85492], [-14.63165, -5.52460, 3.40566], [-13.59012, -6.33786, 4.58770], [-2.01114, 0.42940, -6.26944], [-2.11263, 0.71119, -4.86846], [-2.04341, 2.01156, -4.57135], [-1.90463, 2.90791, -5.35568], [-2.15476, 2.13959, -3.24613], [-2.09689, 3.49450, -2.78292], [-2.08188, -0.64924, -6.37600], [-2.82765, 0.89734, -6.81464], [-1.05395, 0.76807, -6.66084], [-2.91456, 4.07775, -3.20013], [-1.14089, 3.94742, -3.03758], [-2.19955, 3.45847, -1.70190], [6.10367, 5.77838, -3.27169], [6.14809, 7.14130, -3.71145], [5.17450, 7.90399, -3.22359], [4.30143, 7.54539, -2.47478], [5.32944, 9.13664, -3.70658], [4.34505, 10.07138, -3.26180], [6.93987, 5.26750, -3.73708], [6.21060, 5.72717, -2.18810], [5.18334, 5.30666, -3.58439], [4.37968, 10.18057, -2.17949], [3.35040, 9.76218, -3.57773], [4.58847, 11.02275, -3.72560]], "forces_ev_per_angstrom": [[-0.250, 0.236, -0.345], [0.282, -0.216, 0.471], [0.581, 0.489, -0.210], [-0.733, -1.353, 0.211], [0.483, -0.089, -0.294], [-0.161, 0.473, -0.274], [0.138, -0.041, -0.093], [0.085, 0.377, 0.306], [-0.064, 0.349, 0.625], [-0.646, -0.258, 0.115], [0.409, 0.150, -0.195], [-0.685, -0.492, 0.832], [1.845, 0.087, -0.476], [-1.191, 0.429, -0.270], [0.482, -0.048, -0.295], [0.394, -0.436, -0.670], [-0.072, -0.134, 0.337], [-0.173, -0.409, -0.303], [-0.013, 0.598, -0.174], [-0.432, 0.346, -0.128], [0.198, 0.108, 0.050], [-0.178, 0.029, 0.031], [-0.163, -0.178, 0.097], [-0.219, 0.126, 0.122], [-0.223, 0.004, -0.103], [0.102, 0.183, 0.115], [-0.025, 0.004, -0.082], [0.098, -0.033, -0.141], [-0.027, -0.086, 0.070], [-0.070, 0.011, 0.045], [-0.103, -0.034, 0.015], [-0.077, 0.098, -0.030], [-0.212, 0.034, 0.018], [0.387, -0.188, 0.483], [0.014, -0.161, -0.030], [-0.046, 0.137, -0.151], [-0.104, -0.038, 0.181], [0.045, 0.010, -0.087], [-0.008, 0.058, -0.074], [-0.139, -0.120, 0.236], [-0.143, 0.053, 0.025], [-0.005, -0.106, -0.013], [0.089, -0.091, 0.100], [0.053, -0.050, -0.084], [0.109, -0.014, -0.030], [0.005, 0.131, -0.091], [0.217, -0.058, 0.088], [0.002, -0.009, -0.030], [0.050, -0.017, -0.042], [-0.025, -0.017, 0.009], [-0.010, 0.063, -0.106], [0.214, 0.247, -0.045], [-0.063, 0.020, -0.134], [-0.095, -0.021, 0.051], [-0.068, 0.071, 0.050], [0.003, -0.054, 0.077], [0.070, -0.032, 0.197], [0.131, -0.069, -0.083], [0.062, -0.033, 0.279], [-0.028, -0.109, 0.063], [-0.019, -0.032, -0.078], [-0.034, -0.264, -0.088], [-0.023, -0.039, 0.011], [-0.067, 0.111, -0.231], [-0.003, -0.056, -0.116], [-0.049, 0.090, -0.042], [0.039, 0.106, -0.050], [-0.013, 0.043, 0.098], [0.073, 0.043, 0.071], [0.023, -0.139, 0.063], [0.052, -0.333, 0.124], [0.132, -0.030, -0.004], [0.012, 0.035, -0.016], [0.334, 0.244, -0.242], [0.036, 0.012, -0.008], [-0.125, 0.191, -0.097], [-0.005, 0.205, -0.032], [-0.116, 0.040, -0.102], [-0.154, 0.060, 0.001], [-0.019, -0.101, -0.024], [-0.047, -0.080, 0.064], [0.137, -0.031, 0.054], [-0.332, -0.069, 0.108], [-0.004, -0.003, -0.020], [0.026, 0.029, 0.053], [-0.006, -0.016, -0.015], [0.025, -0.003, 0.023], [-0.104, -0.174, 0.101], [0.086, -0.006, 0.245], [-0.054, -0.022, -0.025], [-0.030, -0.129, -0.070], [-0.054, 0.061, -0.078], [0.023, -0.001, -0.109], [0.096, 0.103, 0.040], [-0.005, -0.150, -0.195], [0.045, -0.056, 0.053], [-0.046, -0.034, 0.016], [0.020, 0.010, -0.008], [0.036, -0.077, 0.108], [-0.005, 0.177, 0.164], [-0.024, -0.007, 0.144], [0.055, 0.094, 0.002], [-0.043, 0.108, -0.006], [0.059, 0.011, -0.095], [-0.043, 0.021, -0.110], [-0.019, -0.141, -0.013], [0.122, 0.013, 0.169], [0.071, 0.009, 0.020], [0.063, 0.010, -0.049], [-0.022, 0.001, 0.012], [0.003, 0.013, -0.015], [-0.083, 0.209, 0.003], [0.019, 0.140, -0.118], [-0.085, 0.038, 0.002], [-0.101, 0.052, 0.057], [-0.062, -0.088, 0.010], [-0.005, -0.065, 0.086], [0.114, -0.067, -0.063]]}


Entry 2:
{"formula": "C35H57BClN13O4S3Tl", "method": "ωB97M-V with the def2-TZVPD basis set", "spin_multiplicity": 1, "total_charge": 1, "de_lowest_kcal_mol": 12.1, "symbols": ["Tl", "C", "C", "C", "C", "N", "C", "C", "N", "B", "N", "C", "C", "N", "C", "S", "C", "C", "C", "C", "N", "C", "C", "N", "C", "S", "C", "C", "C", "C", "C", "S", "H", "H", "H", "H", "H", "H", "H", "H", "H", "H", "H", "H", "H", "H", "H", "H", "H", "H", "H", "H", "H", "H", "H", "H", "H", "H", "H", "H", "H", "H", "H", "H", "H", "H", "Cl", "C", "C", "C", "C", "O", "C", "C", "O", "C", "H", "H", "H", "H", "N", "N", "C", "N", "N", "N", "O", "O", "H", "H", "H", "H", "H", "C", "C", "N", "C", "C", "C", "C", "N", "H", "H", "H", "H", "H", "H", "H", "H", "H", "H", "H", "H", "H", "H"], "xyz": [[0.15831, -0.80446, -0.42423], [0.81787, -1.09557, 6.59163], [-0.34542, -0.15993, 6.23950], [-0.86466, 0.56369, 7.48091], [-1.45656, -1.01764, 5.63874], [0.15417, 0.83829, 5.28274], [1.42242, 1.36979, 5.37571], [1.68207, 2.04757, 4.23637], [0.57591, 1.97363, 3.43182], [0.54225, 2.03327, 1.90845], [1.91895, 2.33964, 1.29233], [2.41821, 3.57929, 1.04590], [3.53043, 3.44102, 0.28335], [3.70961, 2.10740, 0.03644], [2.71559, 1.44521, 0.67159], [2.53153, -0.24999, 0.85505], [4.81870, 1.63355, -0.81418], [4.74981, 0.13848, -1.10228], [6.12586, 1.94276, -0.08030], [4.73821, 2.39204, -2.14450], [-0.46520, 3.04717, 1.34084], [-1.26971, 3.93178, 1.98759], [-2.20323, 4.37087, 1.11102], [-1.98475, 3.73919, -0.09069], [-0.89592, 2.94927, 0.06782], [-0.00762, 2.09870, -1.10989], [-2.96062, 3.85064, -1.18706], [-4.31840, 3.40553, -0.62666], [-3.00772, 5.30827, -1.64904], [-2.60716, 2.96399, -2.37594], [-0.36616, 1.26525, 4.10734], [-1.94759, 1.16420, 3.56597], [0.42994, -1.96638, 7.10949], [1.55366, -0.62887, 7.23862], [1.31683, -1.43364, 5.68680], [-1.19431, -0.16953, 8.21053], [-1.70796, 1.20227, 7.22693], [-0.08666, 1.17715, 7.92823], [-1.74520, -1.77544, 6.36053], [-1.10800, -1.51394, 4.73696], [-2.33045, -0.42188, 5.40152], [2.04150, 1.23204, 6.23579], [2.56217, 2.58169, 3.93642], [0.18504, 0.96269, 1.54008], [1.94725, 4.46113, 1.42763], [4.18421, 4.19813, -0.09277], [4.84930, -0.44515, -0.19227], [5.57562, -0.11826, -1.76041], [3.81815, -0.13291, -1.59155], [6.17217, 1.38060, 0.84921], [6.22032, 3.00114, 0.14677], [6.96681, 1.65154, -0.70165], [3.72969, 2.33817, -2.54655], [5.41313, 1.93535, -2.86110], [5.02404, 3.43411, -2.04152], [-1.12563, 4.18042, 3.01636], [-2.98652, 5.08457, 1.25796], [-4.72135, 4.13150, 0.07229], [-4.21983, 2.45055, -0.11487], [-5.02900, 3.28908, -1.43902], [-3.26366, 5.97939, -0.83460], [-3.75966, 5.41388, -2.42570], [-2.04234, 5.60483, -2.05282], [-2.56729, 1.91573, -2.09295], [-1.64863, 3.25077, -2.79746], [-3.37129, 3.08818, -3.13850], [0.88558, -8.24548, -2.52542], [0.41908, -6.65736, -2.01809], [-0.79316, -6.48852, -1.33145], [-1.16493, -5.25099, -0.89465], [-0.37626, -4.08512, -1.14423], [-0.80651, -2.96657, -0.70819], [0.83530, -4.27807, -1.88401], [1.72283, -3.21602, -2.21650], [1.60306, -1.99914, -2.05698], [1.21866, -5.57920, -2.27377], [-1.41267, -7.35513, -1.14815], [-2.08012, -5.11863, -0.33372], [2.64125, -3.56191, -2.72698], [2.16050, -5.71608, -2.78247], [-2.07809, -0.42438, 0.97043], [-2.42125, -1.62210, 1.59956], [-1.48163, -2.47973, 2.02813], [-1.87803, -3.59195, 2.65287], [-0.22360, -2.17037, 1.76821], [0.78690, -3.03129, 1.92864], [0.69932, -3.93190, 2.74658], [1.75634, -2.83340, 1.23618], [-1.93198, 0.32401, 1.69074], [-2.81942, -0.15380, 0.33053], [-3.35351, -1.71729, 1.98769], [-2.84023, -3.88637, 2.63846], [-1.15477, -4.25784, 2.91271], [0.83721, -0.06259, -4.99101], [-0.65420, 0.22758, -5.14395], [-1.50919, -0.86623, -4.70668], [-2.04695, -1.73893, -5.73199], [-1.08284, -2.86657, -6.09854], [-1.67595, -1.11516, -3.39533], [-2.60460, -2.20918, -2.96659], [-1.14563, -0.39421, -2.46647], [1.39926, 0.84714, -5.17671], [1.16183, -0.81371, -5.70330], [1.07570, -0.42104, -3.99348], [-0.88273, 0.41854, -6.19254], [-0.91936, 1.13183, -4.58502], [-2.25532, -1.13035, -6.61551], [-2.99264, -2.16556, -5.39532], [-0.19275, -2.47934, -6.58578], [-1.57346, -3.54912, -6.78511], [-0.77815, -3.42025, -5.21284], [-3.61657, -1.98959, -3.30976], [-2.58865, -2.26005, -1.88013], [-2.28968, -3.17241, -3.36169], [-0.56920, 0.37205, -2.79309]], "forces_ev_per_angstrom": [[0.109, 0.028, 0.206], [-0.070, 0.102, -0.030], [-0.393, -0.395, 0.506], [0.039, -0.046, -0.167], [-0.058, 0.136, 0.113], [0.319, 0.406, -0.744], [0.685, 0.382, -0.218], [0.423, -0.061, 0.542], [-0.063, -0.128, 0.419], [-0.205, -0.275, -0.157], [0.510, -0.209, -0.022], [0.338, 0.246, -0.198], [-0.351, 0.535, 0.212], [-0.650, 0.061, 0.318], [-0.121, -0.395, 0.187], [-1.251, -0.467, -0.348], [0.602, -0.248, -0.381], [0.062, 0.075, 0.051], [-0.176, -0.043, -0.066], [-0.022, -0.074, 0.146], [-0.242, 0.193, -0.363], [-0.445, 0.488, 0.021], [0.239, 0.232, 0.698], [0.434, -0.272, 0.370], [0.234, -0.166, -0.185], [0.602, -0.684, -0.289], [-0.388, 0.033, -0.549], [0.148, 0.092, -0.089], [0.037, -0.188, 0.087], [-0.030, 0.126, 0.063], [-0.336, 0.019, -0.027], [-1.015, 0.108, -0.077], [-0.060, -0.082, 0.107], [0.099, 0.084, 0.090], [0.053, -0.076, -0.106], [-0.033, -0.067, 0.152], [-0.068, 0.051, -0.044], [0.094, 0.065, 0.082], [0.119, -0.125, 0.188], [-0.010, -0.075, -0.148], [0.012, -0.137, 0.018], [0.119, -0.053, 0.135], [0.162, 0.002, 0.022], [0.009, -0.112, -0.098], [-0.078, 0.230, 0.009], [0.170, 0.089, -0.094], [0.050, -0.058, -0.113], [0.124, 0.099, -0.108], [-0.026, -0.096, -0.042], [0.034, -0.046, 0.108], [0.028, 0.124, 0.018], [0.114, -0.035, -0.080], [-0.126, 0.009, -0.060], [0.127, -0.052, -0.051], [-0.016, 0.167, 0.011], [-0.031, 0.009, 0.279], [-0.155, 0.050, 0.001], [-0.072, 0.057, 0.127], [0.000, -0.107, 0.045], [-0.094, 0.028, -0.108], [-0.044, 0.102, 0.082], [-0.078, 0.037, -0.089], [0.074, 0.044, -0.050], [0.035, -0.094, -0.051], [-0.018, -0.058, -0.098], [-0.184, 0.097, -0.022], [0.060, -0.136, -0.055], [0.173, 0.137, -0.097], [0.156, 0.028, -0.036], [0.002, 0.152, 0.021], [0.204, -0.612, -0.284], [0.078, 1.146, 0.183], [-0.536, 0.065, 0.515], [0.459, -0.145, -0.406], [-0.236, 0.365, 0.348], [-0.200, -0.151, 0.058], [-0.045, -0.017, 0.052], [-0.067, 0.042, -0.016], [-0.020, 0.087, 0.017], [0.116, -0.027, -0.113], [0.439, 0.090, -0.477], [-0.562, -0.039, 0.145], [0.396, -0.700, 0.109], [-0.117, -0.260, 0.066], [-0.325, 1.890, -0.639], [-0.405, -0.583, 0.253], [0.215, -0.581, 0.458], [0.480, -0.180, -0.312], [0.010, -0.316, -0.196], [0.074, -0.203, -0.045], [0.278, 0.152, 0.003], [0.037, 0.100, -0.046], [-0.165, 0.282, 0.000], [-0.150, 0.075, -0.019], [0.274, 0.106, 0.065], [-0.141, 0.147, 0.161], [-0.027, -0.452, -0.218], [-0.200, 0.172, -0.039], [-0.370, -0.264, -0.279], [0.036, -0.046, 0.069], [0.787, 0.305, 1.070], [0.147, 0.123, -0.036], [0.056, -0.112, -0.075], [0.070, -0.040, 0.100], [-0.058, 0.054, 0.075], [-0.045, -0.035, -0.085], [-0.087, -0.051, 0.114], [0.051, 0.126, -0.047], [0.114, 0.023, -0.036], [-0.008, -0.156, -0.111], [0.023, -0.070, 0.077], [0.003, -0.061, -0.070], [-0.009, -0.034, -0.154], [-0.086, -0.116, -0.037], [-0.171, 0.038, -0.171]]}


So what do the calculations give for E_tot? Going down the list: -90806.39290, -115175.24561 eV.
So what do the calculations give for HOMO level? Going down the list: -11.733, -9.548 eV.